# C42H105N7O14

7 unconnected molecules or ions with the total composition C42H105N7O14 in a non-equilibrium geometry (the ωB97M-V functional and the def2-TZVPD basis, the OMol25 dataset).

Relative energy (zero: lowest compared OMol25 entry of this formula, charge and spin), kJ/mol: 693.07
Calculated total energy, Ha: -3099.2464
M, g/mol: 932.3
E_HOMO, eV: -8.287

```
! RIJCOSX wB97M-V def2-TZVPD def2/J DEFGRID3
* xyz 0 1
C 2.4874 3.1264 -3.3216
O 3.3992 3.4164 -4.3756
C 4.5850 2.5349 -4.3742
C 5.6061 2.9281 -5.4127
N 6.0770 4.2626 -5.2069
C 6.6679 4.7584 -6.4265
C 7.3979 6.1234 -6.3858
O 8.7816 5.9813 -6.3166
C 9.6738 7.0369 -6.5985
H 1.4574 3.3646 -3.5870
H 2.8961 3.6238 -2.4420
H 2.4521 2.0454 -3.1870
H 4.2626 1.5115 -4.5660
H 4.9657 2.4689 -3.3550
H 5.1026 2.8729 -6.3779
H 6.3043 2.1093 -5.5862
H 5.2390 4.7102 -4.8639
H 5.8671 4.8446 -7.1609
H 7.2111 3.8934 -6.8069
H 7.2261 6.7471 -5.5086
H 7.2430 6.7569 -7.2592
H 10.6429 6.6596 -6.2721
H 9.4971 8.0579 -6.2603
H 9.7614 7.0983 -7.6833
C -6.0797 -5.2090 -2.7792
O -4.7567 -5.6529 -2.9250
C -3.8468 -4.7233 -2.4784
C -2.4146 -5.3628 -2.8858
N -1.3978 -4.6843 -2.0900
C -0.1254 -5.2609 -2.3772
C 0.8932 -4.2561 -1.7192
O 0.9818 -4.2998 -0.2599
C 1.4196 -5.5727 0.2267
H -6.7867 -5.8482 -3.3081
H -6.2290 -4.2672 -3.3074
H -6.3723 -4.8784 -1.7826
H -3.8411 -4.5682 -1.3995
H -4.0679 -3.7132 -2.8232
H -2.1863 -5.0590 -3.9074
H -2.1645 -6.4173 -2.7697
H -1.5441 -4.6440 -1.0915
H 0.0819 -5.1865 -3.4447
H 0.0083 -6.2899 -2.0436
H 0.6335 -3.2598 -2.0772
H 1.9229 -4.5039 -1.9769
H 0.6277 -6.3170 0.1433
H 1.6923 -5.5680 1.2820
H 2.2626 -6.0890 -0.2325
C 0.5758 5.2718 -0.5569
O -0.7085 5.7643 -0.7310
C -1.7034 5.5773 0.3116
C -3.0257 5.8334 -0.5873
N -4.2319 6.0552 0.2086
C -4.1627 7.1971 1.1076
C -5.5497 7.5114 1.5752
O -6.2857 6.5152 2.3085
C -5.6411 6.0876 3.4616
H 1.1957 5.5393 -1.4127
H 0.6582 4.1859 -0.5102
H 1.0606 5.4775 0.3974
H -1.5987 6.3262 1.0966
H -1.4705 4.6038 0.7431
H -3.3522 4.9240 -1.0918
H -2.9346 6.7241 -1.2088
H -5.0281 5.7942 -0.3554
H -3.5471 8.0582 0.8477
H -3.6895 6.7654 1.9896
H -6.1766 7.6862 0.7008
H -5.5143 8.4058 2.1973
H -5.1736 5.1059 3.3856
H -6.2479 6.0532 4.3665
H -4.9019 6.7295 3.9407
C -3.0642 -3.3205 5.0264
O -3.4461 -4.1622 3.9241
C -4.3731 -3.5660 3.1047
C -5.2531 -4.6859 2.3503
N -5.8693 -5.5410 3.2991
C -7.2313 -5.2536 3.7544
C -7.2673 -4.3787 4.9897
O -7.0422 -5.1585 6.1841
C -6.9830 -4.3751 7.4085
H -2.1626 -2.7890 4.7218
H -2.8157 -4.0619 5.7858
H -3.8505 -2.6233 5.3156
H -3.8434 -2.8844 2.4392
H -5.1200 -2.9315 3.5820
H -4.5204 -5.2819 1.8062
H -5.8551 -4.2120 1.5751
H -5.2234 -5.3879 4.0603
H -7.7445 -6.2143 3.7954
H -7.7789 -4.6940 2.9960
H -8.2944 -4.0185 5.0471
H -6.6311 -3.4940 5.0131
H -7.7741 -3.6283 7.3421
H -6.0584 -3.7984 7.3838
H -7.0191 -5.0310 8.2783
C -1.0718 1.6981 -3.0104
O -0.6753 2.0455 -1.6532
C -0.9811 1.2270 -0.5394
C -1.0891 1.9118 0.8714
N -1.5314 1.1069 1.9843
C -0.6905 -0.0264 2.4708
C -0.9577 -1.3328 1.7335
O -2.2218 -1.3773 1.1066
C -2.1351 -2.0277 -0.1589
H -0.7830 0.6784 -3.2649
H -0.6428 2.3822 -3.7425
H -2.1407 1.8436 -3.1661
H -0.3443 0.3467 -0.4515
H -1.9605 0.8022 -0.7596
H -1.8967 2.6130 0.6611
H -0.2195 2.4787 1.2042
H -2.1694 0.4571 1.5474
H -0.9319 -0.2231 3.5154
H 0.3379 0.3258 2.5511
H -0.9987 -2.2146 2.3729
H -0.1755 -1.4994 0.9929
H -3.1304 -2.1481 -0.5866
H -1.7243 -3.0319 -0.0549
H -1.5977 -1.4908 -0.9407
C 5.1379 -1.3557 -3.8965
O 3.8378 -1.3501 -4.3733
C 2.8709 -1.2673 -3.3836
C 1.5076 -1.1901 -3.8930
N 1.2812 -2.4421 -4.5603
C -0.1372 -2.5335 -5.0254
C -0.1084 -3.7309 -6.0480
O 0.0057 -3.2153 -7.3708
C -0.1736 -4.2518 -8.3688
H 5.8182 -0.9193 -4.6278
H 5.5068 -2.2695 -3.4307
H 5.3545 -0.6913 -3.0600
H 3.0354 -0.3145 -2.8804
H 3.1193 -2.1101 -2.7385
H 1.4166 -0.3921 -4.6299
H 0.8627 -1.0032 -3.0343
H 1.8114 -2.2570 -5.3998
H -0.4212 -1.6222 -5.5516
H -0.8394 -2.7492 -4.2202
H -0.9957 -4.3439 -5.8901
H 0.7236 -4.4259 -5.9345
H -1.2428 -4.4612 -8.3375
H 0.3773 -5.1540 -8.1028
H 0.2082 -3.9101 -9.3309
C 1.7829 -1.6140 5.1816
O 1.6669 -0.2886 4.6541
C 1.9829 0.7645 5.5110
C 3.4425 1.0669 5.7538
N 3.7637 1.8302 6.9639
C 5.2208 2.2932 7.1377
C 6.1119 1.0677 7.5326
O 7.1922 1.4124 8.4524
C 6.8326 1.8333 9.7413
H 1.2323 -2.2948 4.5324
H 1.4458 -1.7879 6.2035
H 2.8198 -1.9498 5.1875
H 1.4009 0.4355 6.3719
H 1.3821 1.6443 5.2805
H 3.7223 1.7129 4.9216
H 3.9282 0.0915 5.7276
H 3.0982 2.5602 7.1744
H 5.3593 2.9450 8.0004
H 5.5331 2.9074 6.2932
H 6.5000 0.5765 6.6402
H 5.5300 0.2266 7.9097
H 5.8157 1.5215 9.9796
H 6.6493 2.9073 9.7102
H 7.5201 1.5510 10.5386
*
```